(1)
Molecular formula: C14H42FO7S7
Method: DFT, ωB97M-V/def2-TZVPD

Atoms and positions in Å:
F  0.043801  -0.980117  0.407875
C  1.818181  -4.260187  -1.148175
S  3.219111  -3.462947  -2.070065
O  3.041231  -3.927557  -3.510265
C  2.586151  -1.666307  -2.236245
H  2.077441  -5.193867  -0.649045
H  0.926741  -4.557737  -1.700355
H  1.497811  -3.620427  -0.325885
H  3.369441  -0.983627  -2.565645
H  2.185411  -1.309377  -1.287505
H  1.714861  -1.491417  -2.867415
C  0.338771  1.603893  -1.492885
S  -0.197479  3.102803  -2.412225
O  -1.404529  3.673693  -1.610535
C  1.186001  4.306023  -1.967065
H  1.021371  0.972943  -2.062145
H  -0.394209  0.801603  -1.408205
H  0.769951  1.845193  -0.521315
H  2.114101  4.103123  -2.501435
H  1.403981  4.375053  -0.901315
H  0.811851  5.276413  -2.293335
C  -0.693059  2.411603  2.129555
S  -2.469869  2.840043  2.516315
O  -2.836459  2.422223  3.951335
C  -2.081309  4.611783  2.600495
H  -0.165629  2.270273  3.072925
H  -0.034609  3.015323  1.504995
H  -0.689949  1.402303  1.717995
H  -2.991229  5.183353  2.783395
H  -1.521709  4.985473  1.743005
H  -1.425899  4.764853  3.457875
C  -4.001169  1.490003  -2.361505
S  -4.148219  1.939893  -0.627505
O  -5.667709  2.060113  -0.287355
C  -3.392259  0.397313  -0.108855
H  -4.590849  0.632633  -2.685985
H  -2.976139  1.314683  -2.688125
H  -4.400929  2.310073  -2.957975
H  -3.311979  0.372603  0.977905
H  -2.333549  0.449123  -0.362895
H  -3.870839  -0.514697  -0.465635
C  3.117721  -0.299047  1.499015
S  4.631621  -0.689997  0.418845
O  5.532181  0.528833  0.555805
C  5.324381  -2.121427  1.282135
H  2.348681  -1.068747  1.563975
H  2.539661  0.444333  0.950075
H  3.330861  0.038723  2.513205
H  5.164661  -2.016557  2.355265
H  6.367101  -2.069457  0.968875
H  4.870641  -2.965247  0.762345
C  1.214271  -2.213037  4.190995
S  -0.569899  -2.230557  4.562385
O  -0.889639  -2.059867  6.031295
C  -1.100849  -0.653217  3.670435
H  1.545241  -3.118487  4.699635
H  1.490931  -1.310957  4.736725
H  1.560211  -2.215507  3.157355
H  -2.151889  -0.443127  3.868655
H  -1.118129  -0.937567  2.618325
H  -0.423349  0.200633  3.676225
C  -1.286659  -2.205907  -2.128115
S  -0.814149  -2.019407  -3.879665
O  -0.887119  -3.370957  -4.490565
C  -2.344489  -1.055147  -4.288145
H  -2.275439  -2.651397  -2.018805
H  -1.267339  -1.248517  -1.607395
H  -0.542909  -2.799247  -1.596245
H  -2.505719  -0.633757  -5.280385
H  -2.146059  -0.208367  -3.631115
H  -3.241139  -1.573167  -3.947885

Force components x, y, z for each atom (eV/Å):
F 0.1 0.2 -0.1
C -0.2 0.2 0.9
S -2.4 0.8 -2.4
O 0.9 -0.1 1.4
C -0.4 -0.2 1.2
H 0.9 0.0 -0.2
H 0.3 0.6 -0.8
H 0.0 0.4 -0.1
H 0.3 -0.5 0.1
H 0.3 -0.1 0.5
H 0.2 -1.1 -0.6
C 0.5 -0.3 -0.4
S -1.0 1.0 2.4
O 1.9 -1.0 -1.4
C -0.3 -0.5 -0.4
H 0.8 0.7 -0.3
H -0.9 0.7 0.5
H -0.2 0.0 -0.1
H -0.1 -0.3 -0.1
H -0.3 -0.4 0.1
H -0.2 -0.1 -0.1
C 0.1 -1.4 0.8
S 0.6 0.3 1.2
O 1.0 0.6 -2.2
C 0.0 0.3 0.5
H -0.2 0.4 0.4
H -0.8 0.6 -0.2
H -0.2 -0.1 -0.4
H 0.0 -0.1 -0.2
H -0.4 -0.3 -0.3
H 0.0 -0.2 0.2
C -0.5 0.4 -1.2
S -2.1 0.3 0.2
O 2.9 -0.8 -0.7
C 0.2 -0.1 1.1
H -0.1 -0.3 0.6
H 0.0 0.3 0.5
H 0.1 0.3 0.1
H -0.5 0.0 0.1
H 0.0 0.0 -0.5
H 0.0 0.2 -0.1
C 0.0 -0.4 -0.7
S -1.0 1.9 0.6
O -0.6 -1.4 0.2
C 0.0 0.9 -0.4
H 0.3 -0.6 -0.3
H 0.4 0.3 -0.1
H 0.6 0.1 -0.2
H 0.2 -0.4 -0.1
H 0.1 -0.1 0.4
H -0.1 -0.2 0.5
C -0.4 0.5 1.4
S -2.3 0.8 -1.0
O 1.3 0.1 -1.0
C 0.4 -1.3 -0.7
H 0.3 0.2 0.1
H 0.8 -0.1 -0.1
H -0.7 0.1 0.0
H 0.3 0.2 0.8
H 0.4 -0.4 -0.4
H -0.1 -0.2 0.8
C 0.1 0.3 0.0
S -1.0 -0.2 0.0
O 0.0 0.1 0.0
C 0.5 0.2 0.8
H 0.0 -0.1 -0.3
H 0.1 0.1 0.0
H 0.0 0.0 -0.3
H 0.6 -0.5 -0.2
H -0.4 0.2 0.0
H 0.1 -0.1 0.0

HOMO energy: -6.396 eV
largest force on an atom: 0.069 hartree/bohr
orbital gap: 8.5 eV
charge: -1
LUMO: 2.07 eV
E_tot: -108089.561 eV

Atomic charges from the Löwdin analysis, expressed in e, are listed below: F -0.621; C -0.257; S 0.849; O -0.600; C -0.252; H 0.036; H 0.049; H 0.034; H 0.038; H 0.003; H 0.004; C -0.259; S 0.856; O -0.612; C -0.239; H 0.040; H 0.010; H 0.037; H 0.042; H 0.045; H 0.037; C -0.249; S 0.838; O -0.560; C -0.271; H 0.045; H 0.044; H 0.012; H 0.046; H 0.048; H 0.052; C -0.290; S 0.826; O -0.579; C -0.277; H 0.057; H 0.016; H 0.052; H 0.034; H 0.022; H 0.066; C -0.226; S 0.816; O -0.585; C -0.258; H 0.005; H 0.025; H 0.051; H 0.052; H 0.046; H 0.029; C -0.265; S 0.815; O -0.583; C -0.235; H 0.036; H 0.045; H 0.033; H 0.046; H 0.011; H 0.027; C -0.253; S 0.812; O -0.559; C -0.251; H 0.061; H 0.004; H 0.023; H 0.053; H -0.003; H 0.054


(2)
Molecular formula: C40H102F6MgN14O20S2
Method: DFT, ωB97M-V/def2-TZVPD

Atoms and positions in Å:
Mg  -1.696695  -14.185457  -0.498635
C  -2.248893  -16.521833  2.433411
C  -2.495496  -15.016763  2.543710
O  -2.459514  -14.349848  1.331273
H  -2.280998  -16.930032  3.451534
H  -1.255736  -16.774857  2.058255
H  -3.032223  -17.015740  1.858129
H  -1.738933  -14.524700  3.169955
H  -3.492738  -14.994520  3.006530
C  1.636314  -13.201184  1.140410
F  2.874020  -13.400655  1.564603
F  0.825228  -13.255777  2.171868
F  1.622182  -12.048289  0.501668
S  1.221375  -14.625257  -0.136249
O  2.442278  -15.037501  -0.755317
O  0.358280  -15.605125  0.512056
N  0.033121  -13.783601  -1.091164
S  0.778039  -13.125283  -2.359841
O  -0.066434  -12.112727  -2.950873
O  2.181119  -12.795022  -2.262863
C  0.609890  -14.527349  -3.657731
F  0.803448  -15.731833  -3.132476
F  -0.639484  -14.523005  -4.140118
F  1.455321  -14.344203  -4.653674
C  -4.673308  -15.246828  -5.205539
O  -3.732009  -15.924703  -4.799813
N  -4.810174  -14.925321  -6.499769
N  -5.680749  -14.807625  -4.378383
H  -4.170308  -15.377192  -7.131669
H  -5.415300  -14.230050  -6.893550
H  -5.593667  -15.114961  -3.406378
H  -6.426050  -14.253175  -4.751989
C  -1.879511  -17.218106  -1.577339
O  -1.812375  -16.057540  -1.169073
N  -0.775536  -18.028919  -1.629966
N  -2.986833  -17.836139  -2.020607
H  -0.860027  -18.846964  -2.198203
H  0.090749  -17.744620  -1.206229
H  -3.826243  -17.285728  -2.094160
H  -2.917620  -18.790085  -2.308266
C  1.655342  -15.717172  4.180665
O  1.932848  -15.883687  2.991918
N  0.400700  -15.617669  4.693704
N  2.620476  -15.810499  5.135315
H  0.261943  -15.677353  5.681681
H  -0.366323  -15.518956  4.047894
H  2.431150  -15.789595  6.116565
H  3.500293  -16.056116  4.710841
C  2.266738  -18.977847  1.371380
O  2.418649  -20.132118  0.952565
N  1.030880  -18.406904  1.401568
N  3.288336  -18.234031  1.863857
H  0.302913  -18.916008  0.940529
H  1.006049  -17.425632  1.637178
H  2.945454  -17.543220  2.520312
H  4.207514  -18.635185  1.871448
C  1.619742  -9.823224  -5.741042
C  0.938133  -11.186106  -5.811672
O  1.077230  -11.632216  -7.162234
H  1.446813  -9.416196  -4.733463
H  1.116111  -9.053196  -6.326946
H  2.700861  -9.859169  -5.849574
H  -0.131773  -11.076158  -5.616061
H  1.369472  -11.925132  -5.146546
H  0.524207  -11.130281  -7.762392
C  4.599603  -10.756841  -1.251954
O  4.779643  -9.422589  -0.799641
C  4.077575  -8.370252  -1.459995
C  2.612441  -8.295288  -0.971061
N  2.659862  -7.768261  0.373938
C  1.309606  -7.610585  0.925054
C  1.351276  -7.160540  2.385758
O  1.935430  -8.077329  3.316036
C  1.304308  -9.324088  3.250368
H  4.537476  -10.818069  -2.340761
H  3.602212  -11.107888  -0.963476
H  5.241664  -11.449744  -0.715308
H  4.100636  -8.437756  -2.551602
H  4.681633  -7.551776  -1.072008
H  2.181838  -9.295031  -1.119769
H  2.114164  -7.680386  -1.725029
H  3.178910  -8.302721  1.060384
H  0.712294  -8.513546  0.792609
H  0.893479  -6.789357  0.334826
H  0.328482  -6.960511  2.721814
H  1.896519  -6.218965  2.412395
H  0.223508  -9.195504  3.386123
H  1.637639  -9.989584  4.049414
H  1.524061  -9.903112  2.345675
C  6.169834  -13.463088  1.584847
O  7.202138  -13.632779  0.633579
C  8.480854  -13.879271  1.195918
C  9.506747  -13.349619  0.173044
N  9.297133  -14.029791  -1.126161
C  9.818214  -15.387424  -1.184644
C  9.805117  -15.937399  -2.603576
O  8.527951  -16.267215  -3.117672
C  8.608623  -17.034873  -4.334166
H  6.268167  -12.610291  2.264447
H  6.074109  -14.326356  2.253643
H  5.203300  -13.355948  1.096293
H  8.472169  -14.969334  1.301971
H  8.667060  -13.362462  2.142769
H  10.529395  -13.541140  0.505424
H  9.374710  -12.285104  -0.017823
H  8.284940  -13.974323  -1.183109
H  9.370787  -16.163475  -0.552060
H  10.868077  -15.278024  -0.903127
H  10.310211  -16.904382  -2.461938
H  10.316249  -15.254252  -3.286116
H  9.185190  -17.928400  -4.089385
H  9.106016  -16.409590  -5.078622
H  7.593601  -17.223816  -4.669286
C  8.358450  -18.312569  1.648277
O  7.329753  -18.747539  0.779999
C  7.299098  -17.992130  -0.426476
C  6.353609  -18.609081  -1.452858
N  5.902690  -17.693310  -2.503561
C  5.005195  -16.671404  -2.026089
C  4.622140  -15.739901  -3.214184
O  5.771207  -15.065031  -3.708975
C  6.196770  -13.989720  -2.936603
H  8.221943  -17.248026  1.866362
H  9.333688  -18.507501  1.195233
H  8.268359  -18.840619  2.596012
H  8.304448  -17.984096  -0.858585
H  6.986146  -16.956774  -0.251397
H  5.479691  -19.035054  -0.955582
H  6.925137  -19.419997  -1.908776
H  6.728723  -17.192480  -2.836519
H  5.372668  -16.088051  -1.170135
H  4.115029  -17.156677  -1.610338
H  3.962234  -14.991292  -2.763286
H  4.033936  -16.281744  -3.949018
H  6.338622  -14.315638  -1.899489
H  5.496970  -13.143006  -2.928029
H  7.133612  -13.600325  -3.333729
C  -6.515181  -17.097565  -1.852388
O  -5.619372  -15.947884  -1.867885
C  -5.378595  -15.218181  -0.679213
C  -4.773357  -13.873793  -1.093692
N  -3.459216  -13.970613  -1.863104
C  -3.247976  -12.673751  -2.553918
C  -3.030580  -11.534140  -1.567742
O  -2.142927  -12.015750  -0.553796
C  -1.687049  -11.042967  0.334524
H  -6.331318  -17.546576  -0.876379
H  -6.162500  -17.721250  -2.668793
H  -7.541472  -16.767095  -1.992105
H  -4.761367  -15.761301  0.042895
H  -6.334769  -15.022680  -0.181708
H  -4.551087  -13.300051  -0.193797
H  -5.500633  -13.370710  -1.737082
H  -3.700769  -14.726303  -2.494564
H  -4.067199  -12.447529  -3.245535
H  -2.427975  -12.877793  -3.244887
H  -3.987924  -11.204105  -1.151863
H  -2.566894  -10.628739  -1.965083
H  -1.088721  -10.259767  -0.135801
H  -1.117734  -11.449198  1.167470
H  -2.558547  -10.522446  0.751178
C  3.247840  -11.270732  9.944700
O  4.302850  -11.221789  9.033754
C  4.832363  -12.459746  8.626506
C  6.034726  -12.193989  7.718503
N  5.718788  -11.524861  6.460396
C  4.971064  -12.407314  5.568123
C  4.488968  -11.783968  4.243774
O  5.459842  -10.981696  3.605303
C  5.021937  -10.192646  2.515758
H  2.421162  -11.890414  9.569823
H  2.940653  -10.270839  10.231941
H  3.555644  -11.863484  10.819659
H  4.078029  -13.097878  8.153669
H  5.171752  -13.025274  9.504171
H  6.685534  -13.043623  7.508458
H  6.707934  -11.545204  8.285700
H  5.292050  -10.614048  6.550397
H  4.069754  -12.882916  5.976993
H  5.639338  -13.251405  5.370405
H  3.697538  -11.076991  4.516451
H  4.255636  -12.610378  3.566443
H  4.000371  -9.827897  2.645681
H  5.179916  -10.839076  1.646959
H  5.691359  -9.344531  2.377947

Force components x, y, z for each atom (eV/Å):
Mg -3.4 -1.0 2.0
C 0.6 0.0 0.8
C 0.2 -0.2 -1.4
O -0.1 0.3 -1.0
H -0.1 -0.2 0.0
H -0.1 0.1 -0.3
H 0.1 0.1 -0.2
H -0.2 -0.2 0.7
H 0.0 0.7 0.3
C 0.9 -1.8 -0.9
F 0.2 -0.1 0.1
F -0.5 0.5 -0.1
F -0.6 0.5 0.2
S -2.3 -0.4 1.0
O -0.6 0.4 0.3
O 1.2 1.1 -0.3
N 5.6 0.1 -0.3
S -0.4 0.8 -2.5
O -0.1 -0.3 0.7
O -1.0 -0.6 0.5
C -0.3 0.2 0.5
F 0.3 -0.1 0.3
F 0.1 0.3 0.1
F 0.2 0.1 -0.1
C -0.3 -0.2 1.2
O -0.4 0.1 0.2
N 0.3 0.0 -1.6
N 1.0 -0.2 -0.2
H 0.1 0.2 0.1
H -0.2 0.0 0.3
H -0.6 0.3 -0.3
H -0.2 0.0 0.3
C 1.7 -0.5 0.0
O -0.6 -0.7 -0.2
N -0.7 0.5 0.2
N -0.4 0.7 0.4
H 0.6 -0.3 0.1
H 0.1 0.1 -0.1
H -0.1 -0.1 -0.3
H -0.4 -0.1 -0.1
C -0.4 -1.3 0.4
O -0.3 0.6 0.4
N 0.2 0.4 -0.8
N 0.5 0.3 -0.9
H -0.3 0.1 0.0
H -0.1 -0.1 0.2
H 0.3 -0.1 0.1
H 0.2 0.0 0.8
C 0.1 -2.4 -0.6
O 0.0 0.7 -0.1
N 0.8 0.5 0.4
N -0.8 0.6 0.2
H -0.2 0.2 0.1
H -0.6 0.0 -0.3
H 0.9 0.4 -0.1
H 0.0 -0.1 0.2
C -0.6 0.3 2.1
C -0.2 1.3 -1.5
O 0.4 -1.2 -0.1
H 0.2 -0.2 0.2
H 0.3 -0.3 -0.7
H -0.1 0.0 -0.5
H 0.1 -0.1 0.5
H 0.1 0.0 -0.1
H -0.1 0.2 0.2
C -2.1 0.4 0.3
O 0.7 -0.6 -0.1
C -0.1 -0.9 0.9
C 2.2 -0.3 -0.7
N -1.6 0.3 0.6
C 0.9 0.6 0.0
C -0.4 0.0 -0.2
O 0.5 0.2 -0.7
C -0.4 -0.7 0.4
H 0.8 -0.2 -0.1
H -0.2 0.0 0.1
H 0.7 0.3 -0.5
H 0.3 -0.2 0.0
H -0.6 0.7 -0.5
H -0.2 -0.1 0.4
H -0.4 0.6 0.7
H 0.5 -0.4 -0.6
H -0.3 -0.1 0.0
H -0.6 -0.1 0.2
H -0.1 0.0 0.0
H 0.3 -0.1 0.3
H -0.1 -0.2 -0.2
H 0.2 0.5 0.3
H -0.2 0.3 -0.3
C -0.4 -0.3 0.5
O -0.7 1.0 0.3
C 0.2 0.4 -0.5
C -0.2 -1.4 -0.5
N -0.3 0.6 0.8
C -0.4 0.6 -0.7
C 0.1 -0.9 0.4
O -0.4 0.3 0.1
C 0.4 1.2 1.0
H 0.6 0.2 -0.3
H 0.1 -0.3 -0.1
H 0.2 -0.1 -0.4
H 0.9 0.0 0.4
H -0.4 -0.1 0.2
H 0.0 0.1 0.1
H -0.1 0.1 0.4
H 0.0 -0.5 -0.8
H -0.2 0.3 0.3
H 0.1 -0.3 0.0
H 0.6 0.1 -0.6
H 0.2 -0.1 0.0
H -0.1 -0.3 -0.5
H 0.2 -0.3 -0.2
H 0.0 -0.2 0.1
C -0.6 0.1 -0.2
O -0.2 0.0 -0.1
C -0.1 0.0 0.0
C 0.1 -0.3 0.0
N 1.0 0.0 0.3
C -0.9 0.1 -0.5
C 0.0 0.5 2.5
O -0.4 -0.9 -1.4
C 0.0 0.3 0.7
H 0.3 0.1 -0.1
H 0.2 0.2 0.1
H 0.0 -0.2 -0.1
H 0.1 0.2 0.0
H 0.2 0.1 0.3
H 0.0 0.0 0.1
H -0.4 -0.2 -0.2
H -0.3 -0.2 0.0
H 0.2 0.2 -0.2
H -0.2 0.1 -0.3
H -0.2 0.1 -0.2
H 0.6 0.0 -0.5
H 0.1 0.2 0.1
H -0.3 -0.2 -0.1
H 0.1 -0.3 0.0
C 1.4 1.3 0.8
O 0.1 -0.6 -0.7
C -0.2 0.4 0.2
C 0.9 -0.3 0.3
N -2.1 0.7 1.3
C 0.2 -0.8 -1.2
C 0.6 -0.1 0.2
O -0.2 -0.9 -0.4
C -0.6 1.2 0.7
H -0.5 -0.5 -0.1
H -0.3 -0.2 0.0
H -0.1 -0.1 0.1
H 0.3 -0.1 -0.2
H 0.0 0.2 0.0
H -0.3 0.0 0.1
H -0.1 0.2 0.1
H 1.0 0.1 -0.8
H -0.3 0.2 0.3
H 0.4 0.6 0.4
H 0.0 -0.2 0.4
H 0.0 -0.2 -0.7
H 0.2 -0.2 -0.4
H -0.1 -0.5 -0.2
H 0.0 -0.1 0.2
C 0.1 -1.7 0.4
O 0.3 0.7 -0.7
C 0.4 -0.6 0.4
C 0.0 1.4 0.1
N -0.3 -0.8 -0.4
C 0.7 0.0 -0.7
C 0.8 0.8 0.5
O 0.9 0.4 1.0
C 0.5 -0.9 -0.2
H -0.3 0.5 -0.3
H 0.0 0.0 -0.1
H 0.1 0.5 0.3
H -0.2 0.2 -0.2
H 0.1 0.0 0.1
H -0.6 -0.5 0.0
H -0.1 0.2 0.0
H -0.1 0.0 0.3
H -0.2 0.2 0.3
H 0.1 0.0 -0.2
H -0.7 -0.5 -0.3
H -0.9 0.1 0.1
H -0.1 -0.1 -0.1
H -0.7 0.4 -0.4
H 0.0 0.0 0.3

HOMO energy: -7.885 eV
largest force on an atom: 0.110 hartree/bohr
orbital gap: 8.0 eV
LUMO: 0.07 eV
E_tot: -148364.207 eV

Here are the Löwdin charges for atoms 1 to 99, given in e: Mg 0.551; C -0.100; C -0.427; O -0.333; H 0.067; H 0.040; H 0.065; H 0.080; H 0.097; C -0.652; F 0.135; F 0.171; F 0.141; S 0.731; O -0.245; O -0.311; N -0.317; S 0.617; O -0.283; O -0.274; C -0.644; F 0.136; F 0.130; F 0.162; C -0.683; O 0.018; N 0.157; N 0.164; H 0.111; H 0.098; H 0.053; H 0.096; C -0.579; O -0.021; N 0.195; N 0.212; H 0.104; H 0.095; H 0.079; H 0.110; C -0.634; O -0.007; N 0.193; N 0.164; H 0.100; H 0.066; H 0.096; H 0.110; C -0.686; O -0.015; N 0.163; N 0.170; H 0.091; H 0.039; H 0.055; H 0.100; C -0.085; C -0.302; O -0.091; H 0.062; H 0.071; H 0.076; H 0.108; H 0.082; H 0.073; C -0.097; O -0.211; C -0.195; C -0.211; N -0.040; C -0.222; C -0.200; O -0.178; C -0.142; H 0.088; H 0.050; H 0.078; H 0.115; H 0.123; H 0.111; H 0.119; H 0.096; H 0.091; H 0.122; H 0.117; H 0.124; H 0.096; H 0.079; H 0.072; C -0.102; O -0.209; C -0.199; C -0.171; N -0.046; C -0.208; C -0.221; O -0.245; C -0.067; H 0.071


> What is the formula in the first record?

C14H42FO7S7


> Among the records above, which one has the highest largest force on an atom?

C40H102F6MgN14O20S2


> Among the records above, which one has the highest largest force on an atom?

C40H102F6MgN14O20S2


> The highest largest force on an atom belongs to which entry?

C40H102F6MgN14O20S2